Entry from the OMol25 dataset: 19 unconnected molecules or ions with the total composition C67H175N12O26 in a non-equilibrium geometry (wB97M-V/def2-TZVPD).

```
! wB97M-V def2-TZVPD RIJCOSX def2/J DEFGRID3
* xyz 5 1
C 4.0289 6.2749 2.8625
C 4.2556 6.9873 1.5220
C 5.7388 6.5390 1.0615
O 6.0229 6.8384 -0.2615
C 6.4955 8.1625 -0.3602
N 3.1458 6.7788 0.6472
H 3.1338 5.9164 0.1259
H 1.0335 6.2701 1.6428
H 2.9374 7.5795 0.0533
H 4.9624 6.1676 3.4681
H 3.4948 5.2837 2.7189
H 3.4034 6.9505 3.3995
H 4.3519 8.0536 1.6538
H 5.8716 5.4505 1.1252
H 6.3439 6.9602 1.8055
H 5.6059 8.7710 0.0038
H 6.7032 8.4534 -1.3882
H 7.2333 8.4412 0.4358
C -2.3352 -5.0043 8.1623
C -1.8489 -5.4202 6.7434
C -2.5840 -4.7580 5.5216
O -3.9658 -4.8140 5.6088
C -4.6309 -6.0264 5.3868
N -0.3964 -5.1186 6.5598
H -0.0246 -5.6641 5.6899
H -0.2337 -4.1327 6.3566
H 0.0820 -5.4616 7.4394
H -3.4397 -5.2104 8.2631
H -2.1860 -3.9497 8.2646
H -1.7761 -5.5730 8.9675
H -1.8134 -6.5181 6.6908
H -2.2176 -5.1796 4.5874
H -2.3519 -3.6396 5.5169
H -4.1543 -6.8154 5.9566
H -4.6842 -6.2308 4.3317
H -5.7015 -5.9397 5.6069
C -7.5324 1.2034 -1.4694
C -7.9419 0.8245 -2.8715
C -8.5527 -0.5992 -2.8047
O -9.8581 -0.4166 -2.2699
C -10.5789 -1.6270 -1.8567
N -9.0316 1.8617 -3.2836
H -9.6908 1.9640 -2.5047
H -8.4744 2.7214 -3.4146
H -9.4771 1.6550 -4.1678
H -6.6264 0.6819 -1.1883
H -8.2813 1.0053 -0.7063
H -7.3541 2.2793 -1.4755
H -7.1890 1.0400 -3.6296
H -7.8354 -1.1680 -2.2676
H -8.6076 -1.0706 -3.7960
H -11.5538 -1.5038 -2.1786
H -10.5355 -1.7696 -0.7444
H -10.2357 -2.4627 -2.4864
C 3.5212 -0.0665 2.8095
C 3.5536 -1.5577 3.2614
C 4.9607 -2.1189 3.3814
O 5.8542 -1.6437 2.3606
C 6.8858 -2.6098 2.2424
N 2.8472 -1.7347 4.5195
H 1.3679 -0.8829 4.4068
H 2.7121 -2.7470 4.7294
H 3.3782 -1.3577 5.3167
H 3.8808 0.6337 3.6222
H 2.5161 0.2671 2.7030
H 4.0722 0.1697 1.8979
H 3.0927 -2.1736 2.5126
H 4.9165 -3.2484 3.3181
H 5.3723 -1.9424 4.3592
H 7.3290 -2.8159 3.2402
H 7.6873 -2.2681 1.5803
H 6.5029 -3.5255 1.8505
C 1.2215 -1.4633 -0.9139
C 1.0278 -1.9967 0.4975
C -0.3765 -1.6718 1.1012
O -0.5010 -1.9332 2.4641
C -1.4803 -2.9035 2.8393
N 1.1984 -3.4478 0.6356
H 2.2117 -3.8012 0.7226
H 0.6889 -3.8188 1.4388
H 0.8424 -3.9429 -0.1707
H 2.2394 -1.7930 -1.1890
H 1.1149 -0.3993 -0.8626
H 0.4573 -1.8394 -1.6064
H 1.7723 -1.5821 1.1463
H -1.1242 -2.1909 0.4932
H -0.5634 -0.6068 1.1254
H -2.4019 -2.3969 3.1499
H -1.1228 -3.5141 3.6418
H -1.7483 -3.4923 1.9518
C 2.2460 -5.5200 -5.2636
C 1.4524 -4.4763 -4.4159
C 0.3322 -3.5872 -5.1749
O -0.6647 -4.3653 -5.8112
C -0.2720 -4.8872 -7.1025
N 0.5574 -5.2910 -3.5206
H 0.0776 -4.7685 -2.7748
H -0.1387 -5.7758 -4.0676
H 1.1252 -5.9650 -2.9551
H 1.5660 -6.3763 -5.5027
H 3.1560 -5.8721 -4.7429
H 2.3958 -5.0388 -6.1776
H 2.0433 -3.8565 -3.7121
H 0.7377 -2.7791 -5.8185
H -0.2780 -3.1339 -4.3742
H -1.0375 -5.4780 -7.5689
H 0.5967 -5.5140 -7.0057
H -0.0145 -4.0482 -7.7846
C -8.9982 6.1062 -0.3407
C -9.1318 5.3120 -1.7057
C -10.6072 4.9462 -1.9404
O -10.8608 3.7458 -1.2751
C -12.2258 3.6249 -0.8283
N -8.6873 6.1627 -2.8372
H -9.0300 5.8872 -3.7247
H -8.7275 7.1070 -2.5989
H -7.0422 5.9819 -3.1710
H -8.0136 6.2347 0.0690
H -9.6428 5.6376 0.3750
H -9.5079 7.0500 -0.5303
H -8.5067 4.4108 -1.6957
H -10.8318 4.8173 -3.0242
H -11.3125 5.7270 -1.5834
H -12.3411 2.6747 -0.3574
H -12.9836 3.6639 -1.5886
H -12.4540 4.3521 -0.0032
C -2.1171 -7.1207 1.4861
N -1.4818 -7.8148 0.2488
C -2.5106 -7.8297 -0.8148
C -0.2526 -6.9952 -0.1537
C -0.9893 -9.2386 0.7442
C -1.1402 -10.3305 -0.2261
O -0.0098 -10.1678 -1.0324
H -1.3367 -6.8557 2.2038
H -2.8688 -7.7367 1.9455
H -2.5144 -6.1860 1.1520
H -2.1476 -8.2154 -1.7363
H -2.8211 -6.8067 -1.0114
H -3.4442 -8.3907 -0.5969
H 0.5142 -6.9974 0.6087
H -0.6100 -5.9645 -0.3346
H 0.0644 -7.5501 -1.0112
H -1.6761 -9.4068 1.5911
H 0.0634 -9.1396 0.9641
H -2.0505 -10.2497 -0.8778
H -1.2736 -11.3109 0.2869
H 0.1895 -10.9163 -1.6461
C 7.4219 1.8442 -0.6441
N 6.0701 2.0785 -1.2281
C 6.1754 1.9687 -2.7242
C 5.0418 1.1299 -0.7194
C 5.7219 3.5482 -0.7716
C 5.0848 4.4539 -1.8277
O 6.1646 4.9538 -2.5777
H 8.1850 2.4609 -1.0538
H 7.6848 0.7946 -0.7960
H 7.4290 2.0600 0.4140
H 5.1917 1.8411 -3.1328
H 6.7418 1.0702 -2.9815
H 6.6781 2.8144 -3.1526
H 4.0727 1.5296 -1.0240
H 5.1507 1.1087 0.3311
H 5.2219 0.1197 -1.0724
H 6.6292 3.9966 -0.5418
H 5.1499 3.4177 0.1362
H 4.6525 5.2861 -1.2780
H 4.4031 3.8693 -2.4079
H 6.5247 5.7615 -2.1285
C 1.2782 5.1079 -4.4752
N 2.4078 6.1299 -4.6681
C 1.9070 7.2034 -5.5505
C 2.8578 6.6371 -3.2993
C 3.6358 5.3929 -5.2130
C 3.2750 4.8798 -6.6816
O 2.7216 3.5610 -6.6214
H 0.5436 5.6849 -3.8929
H 1.7464 4.3703 -3.8173
H 0.8867 4.7350 -5.4303
H 1.2404 7.8814 -4.9324
H 1.3758 6.7819 -6.4122
H 2.6822 7.8022 -5.9185
H 3.5260 7.4764 -3.4327
H 3.2682 5.7746 -2.6978
H 1.9335 6.9857 -2.8667
H 3.8480 4.5709 -4.5181
H 4.4674 6.0296 -5.3066
H 4.0965 4.8974 -7.4040
H 2.5175 5.5317 -7.2511
H 3.3786 3.0120 -7.0443
C -2.3581 10.0247 0.4893
N -2.9791 8.9617 -0.4593
C -4.0961 8.3124 0.2729
C -3.5505 9.6603 -1.6560
C -2.0176 7.8791 -0.8897
C -0.4959 8.3469 -0.8354
O 0.2977 7.3728 -1.5682
H -2.0264 9.3292 1.2028
H -3.2823 10.4496 0.8741
H -1.7013 10.6764 -0.0944
H -4.9386 9.0020 0.3276
H -3.8177 8.0738 1.2902
H -4.4136 7.4077 -0.2204
H -2.8205 10.1040 -2.3096
H -4.2047 10.4713 -1.3427
H -4.2050 8.9391 -2.1525
H -2.1383 7.7789 -1.9389
H -2.1292 7.0299 -0.2201
H -0.2345 8.3679 0.2036
H -0.3412 9.3497 -1.2788
H 0.4161 6.4723 -1.1809
C 7.0277 -6.6417 2.5419
N 5.8221 -7.4218 2.1571
C 5.4049 -7.0505 0.7814
C 5.9643 -8.8908 2.3360
C 4.7200 -6.9703 3.2424
C 3.9875 -5.7516 2.9416
O 3.2826 -5.3647 4.1014
H 6.8057 -5.5841 2.7261
H 7.7854 -6.8403 1.7785
H 7.3569 -7.1005 3.4308
H 6.1656 -7.3936 0.0838
H 5.2904 -5.9668 0.7031
H 4.4885 -7.5856 0.4520
H 6.2372 -8.9742 3.3739
H 6.6904 -9.2930 1.6536
H 4.9799 -9.2902 2.2022
H 5.3347 -7.0306 4.1179
H 3.9094 -7.8125 3.2440
H 3.2819 -5.9212 2.1250
H 4.5743 -4.9463 2.5683
H 2.3084 -5.5572 4.0374
C -4.5903 3.9044 -3.4266
C -5.9819 4.4521 -3.3390
O -6.0914 5.7500 -3.1966
O -6.9291 3.7758 -3.5624
H -3.9121 4.6456 -3.0153
H -4.4611 3.7125 -4.4830
H -4.5415 2.9560 -2.8480
C -0.7172 -0.5954 6.7984
C 0.0248 -1.2619 5.6735
O 0.0103 -2.4545 5.4306
O 0.6159 -0.4211 4.8994
H -1.0921 0.3384 6.4251
H -0.0349 -0.3528 7.6335
H -1.5542 -1.2703 7.0570
C 0.5051 8.0079 3.2609
C -0.4711 7.1197 2.4905
O -1.6908 7.2417 2.5482
O 0.0818 6.2537 1.6621
H 1.4839 7.6012 3.4330
H -0.0088 8.2622 4.2163
H 0.5502 8.9851 2.7256
C -2.3467 -2.6892 -1.9551
C -1.7182 -3.9968 -1.4091
O -2.5042 -4.7235 -0.7609
O -0.4736 -4.2259 -1.5173
H -2.4268 -1.9809 -1.1388
H -3.3701 -2.9142 -2.3193
H -1.7373 -2.1204 -2.6799
C 4.5229 -3.7742 -1.8145
C 3.5607 -4.4597 -0.9073
O 2.5728 -5.1277 -1.3722
O 3.6994 -4.2160 0.3434
H 4.5534 -2.7051 -1.5843
H 4.1791 -3.9498 -2.7959
H 5.5479 -4.0976 -1.6658
C 1.3118 2.8950 0.3952
C 1.8074 3.6383 -0.8460
O 1.2063 4.6771 -1.1570
O 2.6696 3.0153 -1.5437
H 1.8405 1.9053 0.5857
H 0.2537 2.7298 0.2119
H 1.3963 3.5709 1.2547
C 0.7010 -8.4692 4.7919
C 0.7798 -7.2306 3.8746
O 0.2203 -6.1434 4.2973
O 1.4526 -7.3180 2.7801
H 1.4751 -9.2337 4.5531
H -0.3153 -8.9220 4.8255
H 0.9613 -8.0700 5.7866
*
```

Computed properties:
Orbital gap, eV: 9.263
Strongest force on any atom, eV/A: 4.4
E_HOMO, eV: -16.4